one | Here is 2 unconnected molecules or ions with the total composition H2NOS from OMol25. Energies are from ωB97M-V/def2-TZVPD.

Values from the calculation:
Highest occupied orbital energy, eV: -2.4
HOMO-LUMO gap, eV: 4.518

The geometry in ORCA input format:
```
! RIJCOSX wB97M-V def2-TZVPD def2/J DEFGRID3
* xyz -1 1
S -1.8086 0.7775 -0.4615
O 2.8559 -0.7274 0.8043
N 2.3556 -1.0348 1.9121
H -2.3510 -0.0789 0.4096
H 1.4126 -1.4362 1.8706
*
```


two | Here is 2 unconnected molecules or ions with the total composition H2NOS from OMol25. Energies are from ωB97M-V/def2-TZVPD.

Values from the calculation:
Highest occupied orbital energy (alpha / beta), eV: -2.0 / -2.0
HOMO-LUMO gap (alpha / beta), eV: 6.327 / 6.316

The geometry in ORCA input format:
```
! RIJCOSX wB97M-V def2-TZVPD def2/J DEFGRID3
* xyz -1 1
S -0.5160 -1.2978 -0.0354
O 1.2838 0.5793 0.8815
N 0.8269 0.1228 -0.1385
H -0.1296 1.0491 -0.9113
H -1.4651 -0.4534 0.2037
*
```


three | Here is a molecular structure, H2NOS from OMol25. Energies are from ωB97M-V/def2-TZVPD.

Values from the calculation:
Highest occupied orbital energy (alpha / beta), eV: -1.9 / -2.2
HOMO-LUMO gap (alpha / beta), eV: 6.409 / 6.504

The geometry in ORCA input format:
```
! RIJCOSX wB97M-V def2-TZVPD def2/J DEFGRID3
* xyz -1 1
S 0.7931 -0.8279 1.0578
O -1.1701 0.7232 -0.6862
N 0.0671 0.3190 -0.6745
H 0.1086 0.0300 1.8931
H 0.2013 -0.2442 -1.5902
*
```


What should be chosen as the least stable of them? Choose two.


one | Here is 3 unconnected molecules or ions with the total composition C3H12N2O3 from OMol25. Energies are from ωB97M-V/def2-TZVPD.

Values from the calculation:
Highest occupied orbital energy, eV: -9.2
HOMO-LUMO gap, eV: 9.994

The geometry in ORCA input format:
```
! RIJCOSX wB97M-V def2-TZVPD def2/J DEFGRID3
* xyz 0 1
O -0.3931 2.6227 -1.3357
O 1.4217 0.6614 -1.1184
O 1.2663 -0.1656 2.2619
N 1.5685 -1.4689 -0.3683
N -0.8376 0.8460 0.5388
C -1.3519 -1.5031 0.2247
C -0.7047 -0.2627 -0.4122
C 0.8064 -0.3680 -0.6700
H 2.5283 -1.4518 -0.6521
H -2.4079 -1.4145 0.4630
H -0.7789 -1.7169 1.2539
H -1.8825 1.0015 0.7253
H -0.5114 1.6714 0.0709
H -1.1911 -2.3319 -0.4528
H 0.4665 2.1455 -1.5762
H -1.3403 0.0147 -1.3761
H 1.1664 -2.4007 -0.0280
H 0.5939 0.5032 2.2730
H -0.5061 3.3310 -1.8894
H 2.0876 0.2869 2.0675
*
```


two | Here is 3 unconnected molecules or ions with the total composition C3H12N2O3 from OMol25. Energies are from ωB97M-V/def2-TZVPD.

Values from the calculation:
Highest occupied orbital energy, eV: -9.9
HOMO-LUMO gap, eV: 10.562

The geometry in ORCA input format:
```
! RIJCOSX wB97M-V def2-TZVPD def2/J DEFGRID3
* xyz 0 1
O -1.3489 0.1691 2.2414
O 0.2089 0.9574 0.0250
O 1.1824 2.9565 2.5418
N 0.1453 1.1261 -2.2786
N -1.2794 -1.6522 -1.2367
C 0.1263 -1.2478 -1.0545
C 0.0834 0.3768 -1.0195
C 0.9146 -1.4590 0.2204
H -1.9670 0.8214 2.4940
H -0.0847 2.0892 -2.4284
H 1.6770 -0.6235 0.2686
H -2.0164 -1.0604 -0.8766
H -0.0524 0.5593 -3.0750
H -1.4457 -2.5922 -0.8063
H 0.5396 -1.6927 1.1831
H 0.6035 -1.5768 -2.0388
H 1.4744 -2.3864 0.2125
H 1.0591 2.0083 2.7149
H 1.3920 2.9217 1.6598
H -1.2121 0.3049 1.2531
*
```


What should be chosen as the least stable of them? Choose two.


one | Here is 2 unconnected molecules or ions with the total composition CH5NO2P from OMol25. Energies are from ωB97M-V/def2-TZVPD.

Values from the calculation:
Highest occupied orbital energy, eV: -3.9
HOMO-LUMO gap, eV: 8.245

The geometry in ORCA input format:
```
! RIJCOSX wB97M-V def2-TZVPD def2/J DEFGRID3
* xyz -1 1
P 1.1182 -0.0410 -0.4232
O 1.5245 -1.4653 -0.7067
O 1.3354 0.3503 1.0047
N -1.0967 -0.3400 1.4609
C -0.0273 0.7613 -1.3903
H -1.6485 -0.7372 0.6996
H -0.5581 -1.1247 1.8007
H -0.4015 0.2238 1.0680
H 0.1686 0.6824 -2.3965
H -0.4146 1.6905 -1.1172
*
```


two | Here is 2 unconnected molecules or ions with the total composition CH5NO2P from OMol25. Energies are from ωB97M-V/def2-TZVPD.

Values from the calculation:
Highest occupied orbital energy (alpha / beta), eV: -2.3 / -2.3
HOMO-LUMO gap (alpha / beta), eV: 6.758 / 6.756

The geometry in ORCA input format:
```
! RIJCOSX wB97M-V def2-TZVPD def2/J DEFGRID3
* xyz -1 1
P -0.2272 1.8510 -1.2145
O 0.4624 -0.2291 2.3782
O 1.2796 1.3965 -0.6611
N 1.6766 0.0937 -0.2424
C -1.3024 0.4975 -1.2097
H 0.9381 -0.5970 -0.3523
H -0.2326 -0.6259 1.9105
H -2.3018 0.9020 -1.2626
H -1.0868 -0.3484 -0.6260
H 1.0382 0.2509 1.6729
*
```


What should be chosen as the least stable of them? Choose two.


one | Here is 2 unconnected molecules or ions with the total composition C3H9NO2S from OMol25. Energies are from ωB97M-V/def2-TZVPD.

Values from the calculation:
Highest occupied orbital energy (alpha / beta), eV: -3.2 / -3.2
HOMO-LUMO gap (alpha / beta), eV: 6.313 / 4.003

The geometry in ORCA input format:
```
! RIJCOSX wB97M-V def2-TZVPD def2/J DEFGRID3
* xyz -1 2
S 3.1019 -1.9318 -0.9608
O -3.3847 -1.3296 0.4478
O -1.9389 0.7489 -0.2947
N 0.4255 0.9990 -0.0093
C -0.9269 0.9801 0.5571
C 2.3406 -0.2983 -0.8345
C 1.2319 -0.2032 0.2034
H -2.6418 -0.6499 0.5467
H 3.0941 0.4656 -0.5643
H 0.2049 1.1574 -0.9935
H -0.8646 0.2125 1.3867
H 0.5804 -1.0753 0.1147
H -1.0117 1.8882 1.2173
H 1.7553 -0.1487 1.1520
H 1.9807 -0.0037 -1.8219
H -3.9466 -0.8112 -0.1467
*
```


two | Here is 2 unconnected molecules or ions with the total composition C3H9NO2S from OMol25. Energies are from ωB97M-V/def2-TZVPD.

Values from the calculation:
Highest occupied orbital energy (alpha / beta), eV: 0.5 / -3.4
HOMO-LUMO gap (alpha / beta), eV: 2.815 / 6.583

The geometry in ORCA input format:
```
! RIJCOSX wB97M-V def2-TZVPD def2/J DEFGRID3
* xyz -1 2
S 0.1790 -2.1897 -0.4972
O -1.9549 0.2753 2.7910
O 1.3922 2.2416 0.2739
N -1.1893 0.5075 -0.4906
C 0.2096 0.4931 -1.0226
C 0.8532 1.8658 -0.7978
C 1.1115 -0.5855 -0.3789
H 1.3332 -0.3772 0.6659
H 0.2263 0.2704 -2.0900
H -2.6298 0.6565 2.2000
H -1.6876 -0.1814 -1.0715
H -2.4180 0.2321 3.6324
H 2.0732 -0.6827 -0.8774
H -1.1848 0.0573 0.4173
H 1.1959 -3.0668 -0.4342
H 0.9287 2.4904 -1.7087
*
```


What should be chosen as the least stable of them? Choose two.


one | Here is 6 unconnected molecules or ions with the total composition C6H18N6O12 from OMol25. Energies are from ωB97M-V/def2-TZVPD.

Values from the calculation:
Highest occupied orbital energy, eV: -10.5
HOMO-LUMO gap, eV: 10.883

The geometry in ORCA input format:
```
! RIJCOSX wB97M-V def2-TZVPD def2/J DEFGRID3
* xyz 0 1
O 2.0219 -3.2735 3.7121
O 0.5110 -0.9066 -3.1957
O -1.5213 2.6637 0.1838
O -2.2624 -2.3767 -1.3859
O -2.2717 -0.3267 -1.9890
O 1.5424 2.7246 -0.3825
O -0.4305 -0.3703 1.5319
O 2.8070 -1.5497 2.7149
O 0.0605 0.2302 -0.4603
O -3.2352 1.4269 0.6345
O 3.5688 3.3152 0.0367
O 0.2295 -2.9712 -3.7633
N -2.2777 2.1124 0.9524
N 0.8460 -1.9241 -3.7815
N -2.7498 -1.4287 -1.9687
N 2.0651 -2.0767 3.5111
N 2.3706 3.4640 0.0828
N 0.0276 -0.5773 0.4116
C 1.8433 4.6646 0.8146
C -4.0483 -1.6160 -2.6498
C 1.1833 -1.2152 4.3168
C 0.6558 -1.8947 0.1589
C 2.1596 -1.8754 -4.4712
C -2.0283 2.3029 2.4008
H -1.1026 1.7708 2.6216
H 0.6961 -2.4377 1.0951
H 0.3792 -0.8142 3.7004
H 1.4797 5.3803 0.0855
H -1.8870 3.3594 2.5953
H 2.8879 -2.1921 -3.7325
H 1.6608 -1.6805 -0.1921
H -4.2963 -2.6715 -2.6280
H 2.3733 -0.8711 -4.8190
H 2.0694 -2.5043 -5.3557
H 0.6461 -1.8208 5.0416
H 1.0065 4.3163 1.4107
H -4.7712 -0.9901 -2.1393
H 1.8146 -0.4563 4.7629
H -3.9226 -1.3166 -3.6870
H 2.6762 5.0074 1.4184
H -2.8106 1.8161 2.9706
H 0.0332 -2.4168 -0.5637
*
```


two | Here is a molecular structure, C6H18N6O12 from OMol25. Energies are from ωB97M-V/def2-TZVPD.

Values from the calculation:
Highest occupied orbital energy, eV: -8.3
HOMO-LUMO gap, eV: 7.642

The geometry in ORCA input format:
```
! RIJCOSX wB97M-V def2-TZVPD def2/J DEFGRID3
* xyz 0 1
O -16.0747 20.4090 2.8776
O -14.7863 19.9469 0.5658
O -18.3032 22.6566 0.2430
O -17.5246 18.9364 2.2686
O -17.2548 18.8448 4.0405
O -13.6349 17.7905 2.6488
O -17.3059 21.7422 -1.5218
O -14.6223 17.8619 1.2356
O -16.8963 18.0863 6.0630
O -19.5290 16.8690 1.7035
O -19.2016 18.8376 0.9222
O -12.5185 19.5558 3.1066
N -13.5044 18.8742 3.2080
N -16.9317 19.9926 2.1408
N -19.3464 17.6432 0.7744
N -14.8177 18.7059 0.3531
N -18.2612 22.2548 -0.9158
N -17.1129 18.9509 5.2594
C -15.0581 18.2654 -1.0328
C -19.4247 22.4982 -1.7782
C -17.2636 20.3473 5.7649
C -19.5302 17.1334 -0.6382
C -17.3790 20.9020 1.0649
C -14.5909 19.3444 4.0605
H -17.1769 21.8912 1.4756
H -20.1688 21.7278 -1.5760
H -18.3161 20.5615 5.5791
H -18.3992 20.5997 0.8283
H -16.7376 20.6801 0.2119
H -19.3314 16.0671 -0.5307
H -19.1413 22.2990 -2.8117
H -17.0010 20.4209 6.8202
H -14.1232 17.8472 -1.4059
H -16.7501 21.0070 5.0655
H -14.6095 20.4324 3.9964
H -19.7064 23.5413 -1.6339
H -15.4180 19.1441 -1.5680
H -15.5702 18.9453 3.7966
H -18.8543 17.6990 -1.2796
H -20.5268 17.3308 -1.0332
H -14.3022 18.9315 5.0271
H -15.8465 17.5273 -0.8855
*
```


What should be chosen as the least stable of them? Choose two.


one | Here is a single C5H5NOS molecule from OMol25. Energies are from ωB97M-V/def2-TZVPD.

Values from the calculation:
Highest occupied orbital energy, eV: -9.6
HOMO-LUMO gap, eV: 8.669

The geometry in ORCA input format:
```
! RIJCOSX wB97M-V def2-TZVPD def2/J DEFGRID3
* xyz 0 1
S -2.5313 -0.9080 0.0689
O 0.0901 -0.7218 -0.1679
N -1.1574 2.4215 -0.0230
C 3.7989 0.0024 0.0902
C 1.2825 0.0819 -0.0532
C -1.0943 1.2673 0.0180
C -1.1059 -0.1694 -0.0272
C 2.4259 -0.6051 -0.0517
H 2.3788 -1.7059 -0.0117
H 1.1813 1.1253 0.1082
H 4.3730 -0.6079 0.8091
H 3.7431 1.0153 0.4884
H 4.3622 0.0617 -0.8476
*
```


two | Here is a molecular structure, C5H5NOS from OMol25. Energies are from ωB97M-V/def2-TZVPD.

Values from the calculation:
Highest occupied orbital energy, eV: -8.2
HOMO-LUMO gap, eV: 7.556

The geometry in ORCA input format:
```
! RIJCOSX wB97M-V def2-TZVPD def2/J DEFGRID3
* xyz 0 1
S 1.5532 -1.2060 1.7475
O -0.5790 0.3308 2.3754
N 0.7281 -1.6436 -1.2346
C 0.2286 -0.4358 -1.0368
C 0.2605 -0.2481 1.3729
C -0.1152 0.2043 0.1490
C -1.5853 2.1584 -0.6581
C -0.9798 1.1761 -0.1350
H -0.1068 0.1959 -1.9712
H 1.0995 -1.4410 -2.4260
H 0.1069 0.0882 3.1712
H 1.7948 -1.9820 -0.6211
H -2.4056 2.8028 -0.7332
*
```


three | Here is a single C5H5NOS molecule from OMol25. Energies are from ωB97M-V/def2-TZVPD.

Values from the calculation:
Highest occupied orbital energy, eV: -8.6
HOMO-LUMO gap, eV: 9.108

The geometry in ORCA input format:
```
! RIJCOSX wB97M-V def2-TZVPD def2/J DEFGRID3
* xyz 0 1
S 2.1158 1.9826 0.8602
O -1.4409 -1.7289 0.2589
N 1.8942 0.4957 -1.3594
C -1.1389 0.3371 1.1573
C -0.3008 -1.2302 -0.2509
C -0.1179 -0.0315 0.2301
C -1.9953 -0.7082 1.0102
C 1.4627 0.8487 -0.0963
H 2.6481 1.1276 -1.8267
H 1.1104 0.1478 -1.9098
H 0.1294 -1.6568 -1.1226
H -2.9263 -0.8763 1.5425
H -1.4406 1.2924 1.5066
*
```


What should be chosen as the least stable of them? Choose two.


one | Here is 2 unconnected molecules or ions with the total composition C3H11NOS from OMol25. Energies are from ωB97M-V/def2-TZVPD.

Values from the calculation:
Highest occupied orbital energy, eV: -8.8
HOMO-LUMO gap, eV: 9.767

The geometry in ORCA input format:
```
! RIJCOSX wB97M-V def2-TZVPD def2/J DEFGRID3
* xyz 0 1
S -3.4284 1.3209 -0.1484
O 3.2470 -2.8958 -4.3019
N 1.0002 -0.5125 1.8254
C 0.3839 0.6793 1.0749
C -1.7769 1.4053 0.5036
C -0.9526 0.1589 0.7057
H -4.2064 1.1324 0.8971
H -0.8476 -0.4521 -0.2801
H 2.0163 -0.6098 1.8014
H 4.1121 -3.0984 -4.5331
H 2.6012 -2.4797 -4.9591
H 0.4849 1.7647 1.7358
H 0.6424 -0.4749 2.7218
H -1.8548 1.8886 1.5314
H -1.3650 -0.6012 1.4120
H -1.0641 1.9662 -0.1569
H 1.0077 0.8080 0.1703
*
```


two | Here is 2 unconnected molecules or ions with the total composition C3H11NOS from OMol25. Energies are from ωB97M-V/def2-TZVPD.

Values from the calculation:
Highest occupied orbital energy, eV: -9.1
HOMO-LUMO gap, eV: 9.948

The geometry in ORCA input format:
```
! RIJCOSX wB97M-V def2-TZVPD def2/J DEFGRID3
* xyz 0 1
S 1.8837 1.1947 -2.1816
O 0.5470 3.5698 4.1918
N -1.4243 -2.8512 -0.7101
C 0.4758 0.8029 -1.0168
C -0.9471 -1.4850 -0.1863
C 0.3216 -0.8537 -0.8110
H -1.9738 -2.7823 -1.5956
H 1.2172 0.4449 -3.0804
H -1.6597 -0.7253 -0.3513
H -0.6391 -3.3152 -1.0797
H 1.3649 3.7000 4.7172
H 0.7387 1.1385 0.1098
H -0.8873 -1.5984 0.9061
H 1.1935 -1.1191 -0.2522
H 0.4352 -1.1591 -1.9179
H -0.2521 3.7957 4.6647
H -0.3942 1.2429 -1.4067
*
```


three | Here is 2 unconnected molecules or ions with the total composition C3H11NOS from OMol25. Energies are from ωB97M-V/def2-TZVPD.

Values from the calculation:
Highest occupied orbital energy, eV: -9.0
HOMO-LUMO gap, eV: 9.938

The geometry in ORCA input format:
```
! RIJCOSX wB97M-V def2-TZVPD def2/J DEFGRID3
* xyz 0 1
S 3.3700 1.2567 0.4656
O -2.2635 -1.9077 1.1008
N -1.1876 -0.6588 -1.2127
C 0.7463 0.7668 -0.4529
C -0.5481 0.0358 -0.0933
C 1.5448 1.1634 0.7658
H 3.2682 0.1871 -0.3431
H -1.3460 0.6730 0.2964
H -2.7953 -1.4472 0.4458
H -2.7195 -2.6693 1.4937
H 0.5630 1.6136 -1.1209
H 1.2769 0.0817 -1.1338
H -0.4197 -0.5690 0.8068
H -1.5488 -0.0106 -1.9088
H -0.4576 -1.1386 -1.7353
H 1.1574 2.1484 1.0393
H 1.3595 0.4747 1.5864
*
```


four | Here is 3 unconnected molecules or ions with the total composition C3H11NOS from OMol25. Energies are from ωB97M-V/def2-TZVPD.

Values from the calculation:
Highest occupied orbital energy, eV: -9.1
HOMO-LUMO gap, eV: 8.247

The geometry in ORCA input format:
```
! RIJCOSX wB97M-V def2-TZVPD def2/J DEFGRID3
* xyz 0 1
S -2.6349 0.2483 0.1615
O 2.2156 -2.2936 0.7545
N 1.2630 0.4824 -0.6869
C -1.0763 -0.3849 -0.3769
C 2.2302 1.4096 -0.1150
C -0.0089 0.6236 0.0943
H 2.0712 -1.7567 -0.0439
H 2.5367 2.2659 -0.7691
H 1.1793 0.5621 -1.6918
H -0.9040 -0.3543 -1.4637
H -0.5692 1.6140 0.0516
H 1.9407 1.9644 0.7914
H 3.2149 0.9513 0.1524
H -3.4924 -1.1315 -0.9962
H -0.9011 -1.3678 -0.0191
H 0.3034 0.3815 1.0846
H 3.1291 -2.1288 0.9978
*
```


What should be chosen as the least stable of them? Choose four.


one | Here is 3 unconnected molecules or ions with the total composition C3H11NOS from OMol25. Energies are from ωB97M-V/def2-TZVPD.

Values from the calculation:
Highest occupied orbital energy, eV: -9.2
HOMO-LUMO gap, eV: 8.843

The geometry in ORCA input format:
```
! RIJCOSX wB97M-V def2-TZVPD def2/J DEFGRID3
* xyz 0 1
S -2.2177 1.5225 -0.3372
O 2.6883 -1.6181 0.6399
N -0.0696 -0.5595 -1.4842
C 0.8655 -0.5632 -0.3777
C -2.6495 2.0920 1.3326
C 1.8396 -1.7162 -0.5054
H -0.8320 0.0966 -1.2966
H -0.4809 1.2873 0.2800
H -3.4366 2.8531 1.2479
H 0.3180 -0.6906 0.5617
H 2.4417 -1.6043 -1.4272
H 0.3603 -0.2222 -2.3433
H 1.4823 0.3523 -0.2884
H -3.0456 1.2872 1.9514
H -1.8025 2.5448 1.8483
H 1.2977 -2.6635 -0.5220
H 3.2410 -2.3983 0.7204
*
```


two | Here is 2 unconnected molecules or ions with the total composition C3H11NOS from OMol25. Energies are from ωB97M-V/def2-TZVPD.

Values from the calculation:
Highest occupied orbital energy, eV: -9.4
HOMO-LUMO gap, eV: 10.189

The geometry in ORCA input format:
```
! RIJCOSX wB97M-V def2-TZVPD def2/J DEFGRID3
* xyz 0 1
S 0.4357 1.6162 -1.6476
O -1.6081 -0.3503 3.1801
N -1.0758 -0.3668 0.2330
C 0.9711 -0.1029 -1.2096
C 0.3733 -0.4149 0.1545
C 0.7824 -1.8013 0.6526
H -1.5156 -1.2203 -0.0925
H -1.5238 0.4746 -0.0812
H 0.7297 -0.8406 -1.9711
H 0.2763 -2.5959 0.0970
H 2.0599 -0.1036 -1.1398
H -0.7209 -0.0778 3.3947
H 0.7585 0.2962 0.8878
H 0.5441 -1.9722 1.7008
H 1.8602 -1.9409 0.5408
H 0.1807 1.4906 -2.9502
H -1.7629 -0.4725 2.2208
*
```


What should be chosen as the least stable of them? Choose one.